119
Properties=species:S:1:pos:R:3:forces:R:3:lowdin_charge:R:1 method="wB97M-V/def2-TZVPD" total_charge=-2
Tl -1.11436 -0.72688 -0.52287 -1.12 0.44 0.07 1.086
C -6.51829 -0.11251 -0.62221 -0.06 0.03 0.15 -0.086
O -6.32057 -0.20051 0.78652 0.12 -0.17 -0.25 -0.107
C -5.35394 0.59063 1.37363 -0.18 0.10 0.16 -0.219
C -5.65489 1.04613 2.62984 0.03 -0.01 -0.08 -0.044
C -4.74182 1.81485 3.37239 0.07 0.06 0.14 -0.138
C -3.52725 2.11357 2.80657 -0.04 -0.14 -0.06 -0.094
C -3.16058 1.63988 1.53821 0.03 -0.09 0.05 -0.148
C -1.96142 2.16596 0.92341 -0.32 -0.01 -0.04 -0.105
N -1.29673 1.67527 -0.06361 -0.51 -0.78 0.50 -0.067
N -0.46913 2.52849 -0.71486 0.80 0.22 0.50 0.046
C -0.44833 2.21764 -1.98780 -0.15 -0.08 -0.28 -0.570
O -1.17279 1.34689 -2.52022 0.23 -0.59 -0.42 -0.158
C 0.51425 2.99631 -2.83880 -0.06 0.13 -0.08 -0.138
C 1.35058 3.98109 -2.31646 -0.01 -0.05 -0.06 -0.039
C 2.18984 4.70252 -3.15493 -0.03 -0.04 0.00 -0.112
C 2.20569 4.44336 -4.52186 0.02 0.01 -0.02 -0.132
C 1.38340 3.45294 -5.04452 0.00 0.01 0.10 -0.105
C 0.54200 2.73323 -4.20429 0.02 -0.04 -0.07 -0.027
C -4.06463 0.83411 0.75775 0.10 0.11 -0.33 -0.349
O -3.77324 0.40511 -0.39173 -0.01 -0.06 0.22 -0.091
H -7.37076 -0.75880 -0.83913 -0.02 0.03 0.04 0.077
H -5.64552 -0.43566 -1.17861 0.09 0.00 0.00 0.072
H -6.76346 0.91474 -0.91568 0.02 0.02 0.01 0.088
H -6.62451 0.78435 3.04109 0.01 0.01 -0.02 0.104
H -5.00047 2.17092 4.36379 0.01 -0.03 -0.04 0.074
H -2.80704 2.71221 3.34318 0.14 0.22 0.18 0.083
H -1.67573 3.18197 1.22055 -0.02 0.04 -0.08 0.120
H 1.31851 4.15893 -1.24943 0.01 0.04 -0.01 0.098
H 2.83326 5.47551 -2.74989 0.00 -0.01 0.04 0.086
H 2.85527 5.01572 -5.17676 -0.01 -0.03 0.03 0.083
H 1.39543 3.25106 -6.10940 -0.01 -0.03 -0.01 0.087
H -0.11337 1.95133 -4.57386 0.03 0.04 0.02 0.100
Cl -1.96080 6.77908 4.57220 -0.04 0.02 -0.01 0.663
C -0.62729 5.66920 4.53916 0.06 0.02 0.01 -0.666
C -0.72092 4.45610 5.19251 -0.07 -0.07 -0.04 -0.089
C 0.35331 3.58384 5.15326 -0.06 -0.06 0.09 0.005
C 1.53414 3.89419 4.48944 0.07 0.10 -0.14 -0.167
C 2.73777 2.96906 4.54129 -0.16 -0.13 -0.03 -0.274
C 3.17770 2.37505 3.17779 -0.16 -0.03 0.15 -0.077
N 2.38183 1.34912 2.53881 -0.03 0.08 0.13 -0.083
C 2.81424 0.04766 2.38662 0.16 -0.09 0.01 -0.096
C 1.81586 -0.62778 1.77044 -0.24 0.32 0.02 -0.115
N 0.76478 0.23276 1.50925 0.34 0.01 0.45 0.066
C 1.13647 1.39984 1.97787 -0.16 -0.09 -0.08 -0.143
O 2.63302 2.06798 5.63136 0.10 -0.16 -0.06 -0.099
C 1.98896 0.81358 5.41666 -0.09 0.10 0.08 -0.175
C 1.73412 0.14889 6.73497 0.07 0.07 -0.17 -0.311
C 1.16573 -1.08643 6.79730 -0.02 0.03 0.19 -0.980
Cl 0.61328 -1.98312 5.45291 0.00 -0.06 0.02 0.732
S 1.05296 -1.66534 8.41461 -0.01 0.04 -0.09 0.975
C 1.77853 -0.23229 9.01994 -0.03 -0.07 0.04 -0.433
C 2.08443 0.64068 8.02231 0.01 0.08 0.07 -0.140
C 1.60286 5.14974 3.88202 -0.17 -0.08 0.07 -0.568
Cl 3.07895 5.72607 3.15001 0.03 -0.03 -0.02 0.713
C 0.53430 6.03141 3.88468 0.03 0.03 -0.02 -0.136
H -1.62277 4.19294 5.72470 -0.05 -0.03 -0.02 0.111
H 0.27603 2.64823 5.69127 0.01 0.08 -0.06 0.118
H 3.57908 3.60739 4.81823 0.10 0.04 -0.01 0.134
H 4.15964 1.93187 3.33713 0.08 0.02 -0.01 0.131
H 3.30453 3.21316 2.49829 0.03 0.08 -0.07 0.091
H 3.78904 -0.27222 2.72098 -0.05 0.05 0.02 0.115
H 1.80092 -1.66732 1.51533 -0.18 -0.35 -0.17 0.074
H 0.55837 2.31448 1.91721 0.09 -0.10 -0.05 0.119
H 2.61274 0.15090 4.82633 0.12 -0.06 -0.17 0.110
H 1.04658 0.92128 4.87230 0.01 0.02 -0.12 0.126
H 1.93649 -0.12203 10.08265 -0.01 0.04 -0.09 0.055
H 2.53779 1.61068 8.17413 0.00 -0.07 0.00 0.110
H 0.62010 6.99385 3.40184 0.00 -0.01 -0.01 0.101
F -3.01699 -2.95028 -2.64883 0.04 -0.05 0.02 0.025
C -3.33714 -3.08873 -1.34410 0.04 0.22 -0.20 -0.238
C -2.88474 -2.21224 -0.38948 0.47 0.41 0.08 -0.043
C -3.37300 -2.40627 0.88974 -0.07 0.17 0.01 -0.258
F -3.10282 -1.54605 1.87699 0.10 -0.04 -0.05 0.100
C -4.20193 -3.45998 1.21362 0.00 0.06 0.11 -0.134
F -4.65115 -3.62550 2.46762 -0.03 -0.03 0.09 0.103
C -4.58845 -4.35472 0.23967 0.04 0.08 -0.06 -0.142
F -5.39292 -5.38324 0.54341 -0.15 -0.17 0.04 0.095
C -4.17021 -4.15336 -1.05318 -0.02 0.02 0.01 -0.150
F -4.57952 -4.99114 -2.02758 -0.02 -0.12 -0.10 0.079
N 1.38041 0.20495 -1.21590 0.27 -0.37 -0.37 0.204
C 2.15775 -0.45183 -1.77002 -0.06 0.05 -0.01 -0.241
N 3.05812 -1.19547 -2.39723 -0.09 0.04 0.22 -0.074
C 4.20283 -0.58734 -3.05494 -0.15 -0.03 -0.16 -0.152
C 4.18883 -0.92134 -4.54495 0.05 -0.13 0.09 -0.183
C 4.11059 -2.43918 -4.73674 -0.18 0.13 -0.03 -0.206
C 2.86514 -2.99349 -4.03929 0.17 0.03 -0.02 -0.181
C 2.88131 -2.64272 -2.55570 -0.02 0.08 -0.12 -0.122
H 5.12185 -0.98463 -2.60364 0.02 0.03 0.04 0.120
H 4.17341 0.48780 -2.89149 -0.01 0.03 0.04 0.125
H 5.08660 -0.51240 -5.01732 -0.01 0.01 -0.02 0.104
H 3.31450 -0.44772 -5.00056 0.02 0.02 0.00 0.113
H 5.00718 -2.90168 -4.30610 0.02 -0.02 -0.05 0.106
H 4.09016 -2.68123 -5.80327 0.04 -0.03 0.02 0.100
H 2.80745 -4.07929 -4.15964 -0.02 0.01 0.03 0.113
H 1.97162 -2.55299 -4.48893 0.05 -0.02 0.03 0.075
H 3.71917 -3.15441 -2.06475 0.00 0.04 0.05 0.129
H 1.96165 -2.92429 -2.04853 -0.06 0.00 0.08 0.097
C -0.67111 -4.70808 -2.94577 -0.09 -0.18 0.18 -0.013
N -0.49102 -4.17026 -4.28526 0.00 -0.06 0.01 -0.095
C -0.29404 -4.96640 -5.39643 -0.03 -0.04 0.07 -0.069
C -0.16072 -4.15487 -6.46066 0.02 0.16 -0.06 -0.073
N -0.28350 -2.86087 -5.98809 0.01 -0.06 -0.10 -0.152
C -0.18098 -1.65865 -6.78176 0.01 0.07 -0.03 -0.079
C -0.48767 -2.85759 -4.63520 -0.02 0.17 -0.02 -0.657
Se -0.64851 -1.26354 -3.69252 0.15 -0.10 -0.47 0.821
H 0.05251 -5.50526 -2.77121 0.05 0.08 -0.05 0.102
H -1.67473 -5.11185 -2.81842 -0.02 0.05 -0.07 0.095
H -0.51298 -3.93209 -2.21042 0.05 0.21 0.13 0.039
H -0.26616 -6.04142 -5.33105 -0.01 0.09 0.06 0.115
H 0.01364 -4.37577 -7.50023 -0.02 0.03 0.06 0.106
H -0.08249 -1.93930 -7.82987 0.00 -0.04 0.01 0.081
H 0.67899 -1.06539 -6.46791 0.03 -0.03 0.01 0.071
H -1.06256 -1.03647 -6.63412 -0.03 -0.03 0.00 0.073
O 0.29240 -2.59604 -0.78008 -0.25 0.46 0.02 -0.517
S -0.01175 -3.38972 0.50760 0.68 -0.56 0.71 0.265
O -0.88853 -4.51259 0.18413 -0.06 0.05 -0.21 -0.343
O -0.67058 -2.39671 1.39865 0.18 0.06 -0.12 -0.415
O 1.26789 -3.84121 1.07395 -0.07 0.19 -0.20 -0.386


34
Properties=species:S:1:pos:R:3:forces:R:3:nbo_charge:R:1 method="wB97M-V/def2-TZVPD" smiles=CCc1ccc(O)cc1.Cc1ccccc1
C -4.16350 1.35680 0.84754 0.05 0.65 -0.15 -0.418
C -5.00927 0.93925 -0.38454 -0.31 2.12 0.79 -0.622
C -2.85710 0.65112 1.11215 -0.62 -0.71 -0.39 -0.049
C -2.24659 0.71868 2.33590 0.91 -0.02 0.89 -0.176
C -2.22999 -0.11285 0.10732 0.42 1.47 0.70 -0.185
C -1.06712 0.00106 2.63939 -1.11 -0.06 -0.24 -0.300
C -0.92067 -0.48568 0.29274 -0.10 -1.18 0.40 -0.262
C -0.39990 -0.57430 1.58940 0.57 -0.39 -0.97 0.283
O 0.77620 -1.31256 1.66408 -1.16 0.30 -0.34 -0.670
H -3.91013 2.42339 0.78396 0.11 -0.04 -0.50 0.209
H -4.82085 1.41712 1.70463 0.03 -0.72 0.56 0.211
H -6.05148 0.92250 -0.06184 0.02 -1.06 -0.03 0.217
H -2.60209 1.34900 3.14416 -0.58 -0.20 -0.08 0.206
H -2.72481 -0.21217 -0.82696 -0.03 -0.10 -0.76 0.207
H -0.92573 -0.25217 3.68013 0.78 0.35 0.09 0.221
H -0.28845 -0.89225 -0.48365 -0.25 -0.28 -0.11 0.231
H 1.25927 -0.92969 2.37280 0.97 0.21 1.04 0.474
H -4.66337 0.09816 -0.96340 -0.24 -0.21 0.02 0.213
H -5.08157 1.85277 -0.98087 0.47 -0.38 -0.73 0.213
C 0.76899 0.99929 -2.13812 -0.16 0.95 0.13 -0.646
C 4.10338 -1.20423 -0.71397 0.64 0.24 -0.60 -0.227
C 3.83294 0.05185 -0.20907 -0.35 0.44 0.35 -0.201
C 3.49840 -1.60254 -1.90034 0.35 -0.37 0.38 -0.197
C 2.85307 0.83927 -0.80806 -0.67 -0.66 0.42 -0.220
C 2.43480 -0.89214 -2.41637 0.17 0.31 -0.13 -0.233
C 2.03414 0.28926 -1.78579 0.26 0.23 -0.48 0.007
H 4.93642 -1.78781 -0.34303 -0.16 -0.04 0.27 0.211
H 4.31737 0.40520 0.69308 0.25 0.07 -0.15 0.210
H 3.92032 -2.48062 -2.37434 -0.37 -0.05 -0.21 0.211
H 2.56804 1.82900 -0.47152 0.29 -0.02 0.38 0.208
H 2.01592 -1.16729 -3.37657 -0.37 -0.20 0.19 0.212
H 0.05572 0.94378 -1.31277 -0.05 -0.47 -0.25 0.236
H 0.31972 0.65255 -3.06295 -0.13 -0.07 -0.04 0.215
H 0.88940 2.08840 -2.17821 0.38 -0.09 -0.44 0.217


10
Properties=species:S:1:pos:R:3:forces:R:3:nbo_charge:R:1 method="wB97M-V/def2-TZVPD" total_charge=+1
C -1.50281 1.15998 -0.01002 0.28 2.00 2.38 0.350
C -0.07651 -0.81239 -0.42500 -0.24 -0.91 -0.71 -0.629
N -1.77550 1.74079 0.96208 -1.99 0.74 0.61 -0.488
N 1.42193 -0.82758 -0.01654 -2.01 1.49 1.49 -0.716
S -0.53920 0.67925 -1.22092 0.58 -0.57 -1.56 0.445
H -0.21791 -1.54056 -1.25993 0.47 0.11 1.04 0.207
H -2.39610 2.29160 1.61849 1.08 -1.32 -1.17 0.503
H 1.69160 0.12678 0.42828 0.18 -2.11 -1.66 0.459
H 1.85575 -1.28929 -0.77133 1.97 0.71 -1.46 0.436
H 1.53875 -1.52859 0.69489 -0.33 -0.13 1.03 0.433


Electronic energy (Eh)
-8145.03777 -657.56668 -586.50227
HOMO-LUMO gap (eV)
4.859 9.288 8.240